Below is C32H20Cl3F5GeIrN3OP2Se2 as an isolated structure at a distorted geometry, with properties calculated with ωB97M-V with the def2-TZVPD basis set.

* total energy: -11017.4245 Eh
* Kohn-Sham gap (alpha / beta): 3.6 / 3.8 eV
* ⟨S²⟩: 0.773
* HOMO level (alpha / beta): -10.505 / -10.508 eV
* LUMO (alpha / beta): -6.88 / -6.66 eV

Geometry as ORCA input:
```
! RIJCOSX wB97M-V def2-TZVPD def2/J DEFGRID3
* xyz 1 2
P 1.75 1.67 0.47
C -5.18 -0.83 1.86
H 1.70 4.59 0.58
C 1.64 4.22 1.60
H 5.10 -3.44 -2.39
C 3.21 0.63 0.79
Cl -0.95 -5.11 1.68
C 0.64 0.51 -4.10
N -1.40 -0.12 1.61
C -0.89 2.17 -4.93
F -5.61 -0.30 4.11
C 2.72 -1.07 -2.05
H 1.57 -0.04 -4.18
H -1.13 2.93 -5.67
H -2.20 0.62 -2.23
C 1.46 3.27 4.20
F -8.09 0.61 3.44
P -0.05 -1.13 -1.86
N -0.42 0.71 1.68
H 6.45 0.28 -0.06
C 1.59 5.11 2.66
C 3.10 -0.40 1.72
H -2.75 2.36 -3.90
C -6.85 -0.40 0.18
H 2.16 -0.59 2.22
O -4.73 -1.26 -0.42
C 1.50 4.64 3.96
C 3.98 -1.63 -2.20
C 5.51 0.09 0.43
C 1.60 -1.89 -1.98
C 4.12 -3.01 -2.27
H 0.87 -3.92 -2.02
C -6.01 -0.33 2.85
C 1.74 -3.27 -2.06
C -7.28 0.13 2.50
C -0.27 0.21 -3.08
N -1.36 -0.79 0.50
C 5.40 -0.95 1.34
C 3.00 -3.83 -2.20
H 1.38 2.91 5.22
Cl -3.82 -6.18 0.21
C -0.28 -0.39 -0.23
H 1.47 5.33 4.78
H 3.12 -4.90 -2.27
C 1.51 2.37 3.15
H 4.13 -1.97 2.73
C -1.80 1.86 -3.94
Ge -3.00 -4.48 1.24
Cl -4.00 -4.52 3.14
H 6.26 -1.58 1.55
H 1.46 1.31 3.35
H 4.49 1.70 -0.56
H 2.60 0.01 -2.00
Ir -2.83 -2.32 0.00
C -1.49 0.88 -3.01
C 4.41 0.88 0.16
F -3.96 -1.31 2.17
H 1.62 6.17 2.46
C -5.54 -0.86 0.48
F -8.92 0.49 0.85
Se 1.83 2.64 -1.45
H 4.85 -0.99 -2.28
H 1.02 1.74 -5.80
Se -1.62 -2.62 -2.23
C 1.60 2.85 1.85
F -7.26 -0.41 -1.09
C 4.20 -1.19 2.00
C -7.70 0.08 1.17
C 0.32 0.59 0.57
C 0.32 1.50 -5.01
*
```

For each atom in turn, the Mulliken charge in e is:
1. P 0.599
2. C 0.436
3. H 0.318
4. C -0.550
5. H 0.451
6. C 0.713
7. Cl -0.285
8. C -0.159
9. N -1.102
10. C -0.551
11. F -0.261
12. C 0.011
13. H 0.457
14. H 0.423
15. H 0.303
16. C -0.831
17. F -0.263
18. P 0.868
19. N 0.089
20. H 0.482
21. C -0.657
22. C -0.290
23. H 0.435
24. C 0.193
25. H 0.283
26. O -1.136
27. C -0.528
28. C -1.202
29. C -0.709
30. C 0.832
31. C -0.698
32. H 0.297
33. C -0.165
34. C -0.626
35. C 0.714
36. C 0.948
37. N -0.238
38. C -0.497
39. C -0.787
40. H 0.417
41. Cl -0.247
42. C 0.234
43. H 0.408
44. H 0.446
45. C -0.286
46. H 0.444
47. C -0.682
48. Ge 0.559
49. Cl -0.230
50. H 0.443
51. H 0.278
52. H 0.409
53. H 0.496
54. Ir 2.414
55. C -0.668
56. C -0.264
57. F -0.441
58. H 0.421
59. C 0.528
60. F -0.256
61. Se -0.338
62. H 0.507
63. H 0.429
64. Se -0.341
65. C 0.889
66. F -0.287
67. C -0.907
68. C 0.125
69. C -0.065
70. C -0.752


Below is a 3-piece molecular cluster, C21H26F6N3O3 overall at a distorted geometry, with properties calculated with ωB97M-V with the def2-TZVPD basis set.

* total energy: -1804.7463 Eh
* Kohn-Sham gap: 8.1 eV
* HOMO level: -12.224 eV
* energy above the lowest of the compared OMol25 structures with the same formula, charge and spin: 0.0000 eV
* LUMO: -4.12 eV

Geometry as ORCA input:
```
! RIJCOSX wB97M-V def2-TZVPD def2/J DEFGRID3
* xyz 1 1
H -0.04 0.42 2.78
H -4.22 1.55 -0.19
C 1.38 3.45 -3.38
C -1.02 2.29 2.67
O -2.86 -0.94 -0.86
N -1.38 -2.55 -1.57
F 1.93 2.97 -6.13
H -1.98 4.03 2.75
C 2.21 -5.35 2.30
H 1.62 2.63 -0.10
H 1.25 -5.80 2.56
C 1.52 2.19 -3.95
H 2.79 -6.07 1.74
H 1.11 -2.18 3.85
H 1.21 -2.30 1.37
N 1.29 -3.10 1.98
H -1.70 4.13 5.22
F 3.07 -0.62 -1.19
C 1.91 -0.01 -0.90
F 0.15 1.79 -5.80
H -4.30 0.00 -1.95
C 0.76 -0.96 -1.15
C -1.62 -1.31 -1.10
C 0.95 -2.25 -1.66
H 1.21 4.29 -4.03
H -0.40 -2.86 3.20
C -0.59 1.08 3.45
C -0.16 -3.03 -1.86
H 1.30 4.58 -1.60
N -1.72 3.24 3.32
H 2.75 -5.10 3.21
H -3.29 2.34 -1.46
H 1.93 -2.62 -1.89
H -0.66 0.48 -0.47
F 1.90 0.30 0.41
C 1.70 1.09 -3.12
C 1.75 1.24 -1.74
H -2.45 1.57 -0.13
C -0.51 -0.50 -0.87
F 2.08 0.85 -5.80
H 0.06 1.36 4.27
C 1.61 2.50 -1.17
C -3.32 1.49 -0.78
C 2.00 -4.13 1.44
C 0.68 -3.02 3.30
H -1.80 2.37 5.23
H 0.85 -3.93 3.86
C 1.43 3.59 -2.01
C -2.13 3.26 4.72
O -0.75 2.43 1.48
H -2.71 0.37 -2.52
H -1.46 0.54 3.84
F -2.42 -3.36 -1.79
H 1.80 0.11 -3.56
H -0.08 -4.03 -2.25
H -3.22 3.32 4.79
C 1.43 1.96 -5.43
C -3.30 0.23 -1.62
O 2.46 -4.05 0.31
*
```

For each atom in turn, the Mulliken charge in e is:
1. H -0.071
2. H 0.361
3. C -0.810
4. C 0.770
5. O -0.428
6. N 0.533
7. F -0.254
8. H 0.261
9. C -1.506
10. H 0.443
11. H 0.376
12. C -0.155
13. H 0.330
14. H 0.279
15. H -0.055
16. N 0.027
17. H 0.302
18. F -0.346
19. C 1.211
20. F -0.249
21. H 0.400
22. C -0.080
23. C -0.052
24. C -0.301
25. H 0.482
26. H 0.256
27. C -1.035
28. C -0.581
29. H 0.422
30. N -0.202
31. H 0.389
32. H 0.311
33. H 0.534
34. H 0.223
35. F -0.254
36. C -0.543
37. C 0.074
38. H -0.067
39. C 0.252
40. F -0.269
41. H 0.456
42. C -0.207
43. C -0.496
44. C 1.040
45. C -0.923
46. H 0.346
47. H 0.410
48. C -0.880
49. C -0.897
50. O -0.618
51. H 0.322
52. H 0.415
53. F -0.214
54. H 0.629
55. H 0.483
56. H 0.296
57. C 0.892
58. C -0.435
59. O -0.601


Below is a 13-piece molecular cluster, C44H123N9O17 overall at a distorted geometry, with properties calculated with ωB97M-V with the def2-TZVPD basis set.

* total energy: -3521.5769 Eh
* Kohn-Sham gap: 9.3 eV
* HOMO level: -8.847 eV
* energy above the lowest of the compared OMol25 structures with the same formula, charge and spin: 7.8999 eV
* LUMO: 0.41 eV

Geometry as ORCA input:
```
! RIJCOSX wB97M-V def2-TZVPD def2/J DEFGRID3
* xyz 0 1
H 3.32 -6.28 -3.34
C -1.57 -5.16 1.46
H -3.15 5.24 0.84
O 2.60 3.11 1.51
H 6.26 -2.79 2.82
H -3.63 3.89 -4.73
C -1.18 0.31 5.85
C -2.33 6.94 -0.23
H 4.28 0.24 -1.37
C -4.05 1.74 -2.86
H 1.51 -5.79 -0.45
H -2.33 1.08 -1.36
O -3.92 3.20 4.87
H 1.44 -9.45 -3.07
H 0.24 -1.89 1.49
C -8.33 3.44 0.54
H -2.18 4.36 -3.87
H 4.28 5.52 -5.72
H 2.43 3.22 -3.76
N -1.90 -3.15 2.71
O 4.62 4.64 3.19
H -3.23 -0.10 -3.46
C -2.24 5.46 0.29
H 6.35 1.76 1.51
H -0.19 0.38 2.72
O -0.59 -4.91 -2.90
H -0.10 -4.14 2.78
H -5.62 2.86 1.46
C -3.61 4.27 5.77
H -1.03 -0.10 0.52
H -2.22 3.53 -0.29
H 3.39 5.40 -3.58
H 4.41 1.46 -7.06
C 2.43 -6.22 -2.71
H -1.36 -4.54 0.58
H 3.35 3.58 1.14
N 0.51 0.58 -0.60
H -2.61 4.01 7.70
H -0.07 3.22 -2.37
H -1.91 -3.27 -2.30
H -9.04 2.39 2.80
H -4.30 -0.43 2.59
H 1.70 -4.15 -1.06
H 5.11 4.14 3.85
O -0.83 2.03 1.53
H -4.46 4.95 5.79
O 4.25 1.66 -5.15
N 2.24 3.83 -1.71
H -1.61 0.82 6.71
H 1.92 -1.49 -3.68
H 2.79 -4.72 0.19
H 0.04 3.51 -4.16
C 0.38 3.81 -3.17
H 3.26 6.94 -5.81
C 2.11 -7.66 -2.27
H 4.52 -1.02 0.93
H -2.81 -5.41 3.84
H 1.74 -0.90 1.52
H 3.39 -8.10 -0.73
H -2.84 -3.41 2.94
N -0.65 -1.10 -2.94
H -1.09 -5.87 4.27
H -0.71 -6.15 -4.76
H -4.57 2.22 -2.03
H 1.62 -5.77 -3.30
H 3.25 0.43 -6.38
H -0.15 4.75 -3.02
H -1.47 7.42 -0.70
C 0.05 0.90 1.79
H -2.59 -5.56 1.48
H -2.00 -2.98 1.72
O -1.99 4.40 -0.63
C 1.89 3.90 -3.10
C -4.96 -0.53 -2.24
H -8.13 1.30 1.23
H -5.59 -0.38 -3.12
C -3.43 3.54 7.15
C 6.41 0.76 1.09
H 4.34 -1.01 -4.08
H -2.70 4.73 5.39
C 5.32 -2.44 2.41
H -1.48 5.32 1.06
C -3.11 3.81 -3.78
O 3.12 -5.49 -1.60
H 3.27 -9.44 -1.82
H -4.41 3.67 4.19
N 1.42 -8.46 -3.28
H 0.01 -4.67 -4.97
H 6.46 -0.41 -2.76
H -3.11 2.50 7.13
H 1.06 1.26 1.96
H -4.67 1.78 -3.76
H 3.56 -1.85 3.24
H 4.37 -4.41 2.64
C 0.04 0.05 0.68
H 1.28 -1.63 -0.06
C 3.27 5.86 -5.92
C -0.74 -5.14 -4.34
H -2.23 -0.53 -1.48
H 2.63 5.24 3.15
H -1.81 -4.38 4.85
H 4.92 -1.28 -1.56
H -3.95 1.30 2.59
H -8.40 3.09 -0.49
O 2.10 5.31 -5.22
C -1.16 -4.42 2.78
H -0.28 -0.94 -2.02
C 4.57 -0.17 -3.43
H -5.57 -0.18 -1.41
H -0.26 -8.07 0.20
H 0.29 1.56 -0.61
C 3.27 4.42 3.47
C 5.48 -1.36 1.32
C 4.65 -3.72 1.84
H -0.54 2.86 3.32
H 3.73 2.37 3.07
H -2.04 0.34 5.17
C 3.83 1.12 -3.87
O -5.88 0.97 2.22
C 0.92 -1.27 0.90
H 5.26 -4.21 1.08
H 4.32 -7.96 -2.17
C 1.45 -2.34 -3.20
H 1.70 -2.44 -2.15
H -3.10 7.06 -1.00
H -5.89 1.65 0.24
H 3.20 5.83 -7.01
N 6.01 0.05 -3.54
O -2.91 7.72 0.72
C -0.69 -1.21 6.12
H -1.47 -1.81 6.60
H 6.18 -1.69 0.56
H -9.32 3.76 0.86
H -0.31 -0.44 -3.63
O -2.91 2.43 -3.41
H -0.94 -6.70 -0.63
H -7.53 2.01 3.31
C -0.93 -7.22 0.33
C -6.19 1.96 1.24
O -0.14 1.12 5.41
H 1.52 0.62 -0.63
N 4.49 -2.12 3.54
H 1.95 -8.30 -4.12
C -0.11 -2.38 -3.33
H -1.65 -4.62 -4.65
C -1.79 -5.08 4.01
H 4.18 1.91 -3.20
H 2.07 2.52 3.49
C 3.38 -8.36 -1.78
C -0.87 -3.55 -2.50
H 0.34 0.56 4.80
C -7.73 2.30 1.39
H 3.27 4.33 4.55
H -4.83 4.32 8.32
C -1.39 2.67 2.67
H -4.77 -1.60 -2.10
C -3.70 0.30 -2.56
H 1.84 -3.24 -3.69
H 2.55 4.73 -1.38
O -4.56 3.49 7.93
H 0.12 -1.14 6.84
H 6.02 0.72 0.07
H -2.01 3.56 2.52
H -1.95 -7.60 0.45
N -8.07 2.66 2.75
H 3.21 -0.92 -2.03
H 5.04 0.07 -6.32
C 2.32 5.24 -3.77
H -0.43 -2.49 -4.36
H -1.93 1.93 3.26
O -0.61 -6.28 1.37
H -3.69 4.40 -3.07
H -4.20 0.53 1.05
O 6.05 -0.31 1.93
H -0.46 -3.54 -1.49
C 2.25 -5.03 -0.71
H -7.49 4.13 0.58
H -0.89 -2.12 4.41
H 1.29 -7.75 -1.56
N -2.87 0.23 -1.36
H 6.25 1.02 -3.46
H 1.84 6.12 -3.34
H 2.74 1.19 -3.76
H -3.80 7.94 0.42
H 3.68 -3.49 1.40
C 4.25 -0.59 -2.07
H 7.47 0.65 0.84
C -4.51 0.52 2.09
O -0.16 -1.90 4.99
H 4.96 -1.36 4.01
H 1.38 3.71 -1.20
C 4.25 0.82 -6.19
C 2.87 3.02 2.94
*
```

Atom charges from the Mulliken analysis, given in e for atoms 1 to 99:
1. H 0.490
2. C 0.034
3. H 0.233
4. O -0.302
5. H 0.402
6. H 0.374
7. C 0.175
8. C -0.745
9. H -0.134
10. C -1.063
11. H -0.019
12. H -0.156
13. O -0.359
14. H 0.279
15. H -0.328
16. C -1.207
17. H 0.191
18. H 0.315
19. H -0.417
20. N -0.474
21. O -0.527
22. H 0.130
23. C -0.175
24. H 0.280
25. H -0.202
26. O -0.119
27. H 0.366
28. H 0.047
29. C -0.316
30. H -0.273
31. H -0.092
32. H 0.550
33. H 0.326
34. C -0.594
35. H -0.212
36. H 0.184
37. N 0.564
38. H 0.396
39. H 0.215
40. H 0.428
41. H 0.256
42. H 0.234
43. H -0.403
44. H 0.336
45. O 0.336
46. H 0.395
47. O -0.384
48. N -0.108
49. H 0.330
50. H 0.364
51. H -0.581
52. H 0.585
53. C -1.743
54. H 0.357
55. C 1.543
56. H -0.306
57. H 0.405
58. H 0.175
59. H 0.298
60. H 0.284
61. N 0.078
62. H 0.410
63. H 0.285
64. H 0.189
65. H -0.192
66. H 0.325
67. H 0.318
68. H 0.318
69. C 0.339
70. H 0.394
71. H 0.091
72. O 0.212
73. C 1.548
74. C -1.407
75. H 0.431
76. H 0.514
77. C -0.417
78. C -0.663
79. H 0.273
80. H 0.293
81. C 0.086
82. H 0.293
83. C -0.755
84. O -0.320
85. H 0.394
86. H 0.167
87. N -0.761
88. H 0.389
89. H 0.279
90. H 0.107
91. H -0.548
92. H 0.602
93. H 0.158
94. H 0.409
95. C 1.149
96. H -0.450
97. C -0.856
98. C -1.018
99. H -0.427


Below is C41H36EuN4O6S as an isolated structure at a distorted geometry, with properties calculated with ωB97M-V with the def2-TZVPD basis set.

* total energy: -3362.9088 Eh
* Kohn-Sham gap (alpha / beta): 7.6 / 7.7 eV
* ⟨S²⟩: 12.014
* HOMO level (alpha / beta): -10.753 / -10.752 eV
* energy above the lowest of the compared OMol25 structures with the same formula, charge and spin: 0.0000 eV
* LUMO (alpha / beta): -3.11 / -3.09 eV

Geometry as ORCA input:
```
! RIJCOSX wB97M-V def2-TZVPD def2/J DEFGRID3
* xyz 1 7
C 2.82 -0.72 1.69
N -0.35 -4.52 3.66
O -2.11 1.73 2.81
H 4.22 -0.24 4.75
C 0.15 3.78 3.48
H -2.24 -6.67 -1.65
C -0.61 3.81 2.26
H 1.93 0.73 5.10
H 4.81 -1.84 0.71
H 0.14 1.29 -1.11
H -3.46 3.11 -4.04
H -2.44 -5.03 -5.59
C 3.32 2.26 -0.69
H -0.84 0.17 -3.78
C 1.28 0.34 3.06
H -0.71 6.76 4.86
H -3.57 -1.46 -1.61
H -2.08 5.09 1.21
C -0.58 2.63 1.26
C 3.02 -1.26 0.34
N -2.06 0.87 -1.22
C -0.05 -0.54 -3.56
S 0.15 -3.22 1.43
C -1.98 -4.55 -1.79
H -3.67 0.63 -4.16
H 3.14 -1.17 -4.52
C -2.36 -6.00 -3.68
H -2.59 3.06 0.71
C -2.02 2.21 -1.11
H -0.14 -4.90 4.57
C 0.12 4.80 4.38
O 4.16 -1.84 0.00
C 0.81 2.47 0.59
H 1.33 0.48 -4.85
H -3.26 -1.42 -3.34
H 4.02 3.55 0.88
C -2.20 -5.82 -2.31
H 1.71 -3.48 4.66
C 0.98 1.73 -0.59
H 1.86 3.76 1.95
C -3.09 2.48 -3.24
O 0.18 0.92 3.28
C 2.23 0.30 4.15
H -2.45 4.11 -2.00
H -2.11 6.85 2.79
H 4.28 2.18 -1.18
H 4.79 -1.18 2.54
H -2.53 -6.99 -4.08
C -0.69 5.95 4.15
C -2.51 3.03 -2.11
H 2.29 1.07 -2.14
H 2.77 -3.11 -3.02
H 0.76 2.93 3.71
C -2.67 0.33 -2.29
C 1.18 -0.37 -4.19
C -1.65 2.96 0.17
O 2.12 -1.18 -0.50
C 3.80 -0.75 2.71
C 0.46 -3.65 3.04
C 1.99 -2.38 -3.17
C -2.84 -1.16 -2.37
C 3.17 3.01 0.46
C 2.20 -1.29 -4.00
H -2.60 0.93 3.08
C 0.78 -2.54 -2.52
O -1.43 -2.13 -0.68
Eu -0.14 -0.75 -0.07
C -1.47 6.00 2.98
C 1.93 3.12 1.08
H 0.72 4.73 5.28
C 2.21 1.63 -1.22
H -2.02 -2.78 -4.68
C -1.14 1.35 1.98
H -1.12 -4.90 3.14
C -2.09 -3.63 -4.01
C -1.44 4.98 2.07
C -1.62 -2.06 -2.06
H 2.12 -2.52 3.28
C -2.31 -4.90 -4.53
C -3.20 1.11 -3.31
C 3.49 -0.23 3.95
H -1.38 3.96 -0.18
C -0.27 -1.63 -2.72
H -1.85 -4.40 -0.73
O -1.28 0.26 1.36
N 1.49 -3.17 3.74
C -1.92 -3.45 -2.64
H 0.60 -3.41 -1.90
N 1.58 -0.20 1.86
*
```

For each atom in turn, the Mulliken charge in e is:
1. C 0.422
2. N -0.394
3. O -0.476
4. H 0.454
5. C 0.334
6. H 0.420
7. C -0.440
8. H 0.612
9. H 0.283
10. H 0.040
11. H 0.452
12. H 0.416
13. C -0.909
14. H 0.237
15. C -0.207
16. H 0.414
17. H 0.467
18. H 0.479
19. C 3.541
20. C 0.302
21. N 0.311
22. C 0.224
23. S -0.331
24. C -0.109
25. H 0.455
26. H 0.443
27. C -0.484
28. H 0.696
29. C 0.722
30. H 0.193
31. C -1.099
32. O -0.497
33. C 0.793
34. H 0.517
35. H 0.396
36. H 0.480
37. C -0.818
38. H 0.185
39. C 0.968
40. H 0.620
41. C -0.957
42. O -0.582
43. C -0.469
44. H 0.503
45. H 0.436
46. H 0.473
47. H 0.316
48. H 0.392
49. C -0.611
50. C -1.525
51. H 0.322
52. H 0.537
53. H 0.394
54. C 0.317
55. C -0.937
56. C -2.671
57. O 0.071
58. C -1.154
59. C 0.546
60. C -0.819
61. C -1.453
62. C -1.069
63. C -0.617
64. H 0.565
65. C -0.173
66. O -0.697
67. Eu -0.119
68. C -0.973
69. C -0.440
70. H 0.433
71. C -0.692
72. H 0.379
73. C 0.058
74. H 0.220
75. C -0.235
76. C -1.136
77. C 2.626
78. H 0.256
79. C -1.078
80. C -0.817
81. C -1.175
82. H 1.005
83. C -0.203
84. H 0.372
85. O -0.160
86. N -0.249
87. C -0.548
88. H 0.555
89. N 1.670